This record from the Open Molecules 2025 dataset describes a 3-piece molecular cluster, CH7NO2 overall at a distorted geometry. The level of theory is wB97M-V/def2-TZVPD.

CARTESIAN COORDINATES (ANGSTROEM)
C: -2.35854 1.03041 -0.35504
N: -2.76959 0.22820 -1.24346
H: -2.89467 1.15312 0.57862
H: -1.56862 1.73748 -0.62395
H: -2.09514 0.24113 -2.00980
O: 1.41971 -1.54008 -1.18249
H: 1.03995 -1.05010 -0.44384
H: 0.68619 -1.89606 -1.69077
O: 2.49141 -0.07787 2.20093
H: 3.02566 0.65643 1.87717
H: 3.02363 -0.48264 2.89265

Forces on the atoms, in the same order (eV/Å):
-0.22 0.63 -1.02
0.35 -0.63 0.49
-0.03 -0.05 0.12
0.29 -0.09 0.69
-0.37 0.13 -0.29
0.14 0.11 0.00
-0.02 -0.16 -0.07
-0.10 0.05 0.13
0.03 0.13 -0.05
-0.05 -0.10 0.03
-0.02 -0.02 -0.03

Energy relative to the best compared isomer or geometry (same formula, charge and spin) in kcal per mole: 18.6
SMILES: C=N.O.O
Gap between HOMO and LUMO in eV: 11.023
Strongest force on any atom in eV/Å: 1.219
LUMO in eV: 0.70

These are the natural (NBO) partial charges, in e, on atoms 1 to 4: -0.053, -0.585, 0.166, 0.146

***

This record from the Open Molecules 2025 dataset describes a 2-piece molecular cluster, CH7NO2 overall at a distorted geometry. The level of theory is wB97M-V/def2-TZVPD.

CARTESIAN COORDINATES (ANGSTROEM)
C: 1.35378 0.35027 -2.63299
O: 0.33941 0.09359 -1.59051
H: 0.91925 0.37061 -3.57991
H: 2.04376 -0.48108 -2.51794
H: 1.79632 1.28145 -2.34428
H: -0.44171 0.53158 -1.91306
N: -0.67291 -0.57552 1.59879
O: -0.97383 0.10730 2.76244
H: -1.45755 -1.04982 1.19664
H: -0.45036 0.17821 0.91639
H: -0.74673 -0.51112 3.47308

Forces on the atoms, in the same order (eV/Å):
-0.40 -0.85 3.16
0.63 -0.06 -0.92
-0.61 0.04 -1.63
0.23 0.17 -0.30
0.65 0.54 -0.35
-0.57 0.19 0.07
1.92 0.48 -2.13
-0.97 0.19 1.50
-1.02 -0.12 0.25
0.06 -0.90 0.64
0.09 0.31 -0.29

Energy relative to the best compared isomer or geometry (same formula, charge and spin) in kcal per mole: 52.6
SMILES: CO.NO
Gap between HOMO and LUMO in eV: 9.867
Strongest force on any atom in eV/Å: 3.297
LUMO in eV: 0.86

These are the natural (NBO) partial charges, in e, on atoms 1 to 4: -0.250, -0.737, 0.169, 0.187

***

This record from the Open Molecules 2025 dataset describes a 3-piece molecular cluster, CH7NO2 overall at a distorted geometry. The level of theory is wB97M-V/def2-TZVPD.

CARTESIAN COORDINATES (ANGSTROEM)
C: 1.09740 0.29477 1.68495
N: 1.62715 -0.84170 1.60069
H: 0.02783 0.52049 1.64838
H: 1.70584 1.19120 1.75157
H: 0.92710 -1.58224 1.63925
O: 0.24471 -2.71791 -0.92864
H: 1.08499 -2.51129 -1.33990
H: 0.17698 -2.13988 -0.18927
O: -2.49468 2.79745 -1.67366
H: -1.98938 2.00588 -1.56356
H: -2.40793 2.98323 -2.62980

Forces on the atoms, in the same order (eV/Å):
-0.39 0.67 -0.26
0.19 -0.28 0.40
-0.13 -0.33 0.24
0.36 -0.04 -0.11
-0.03 -0.02 -0.17
-0.18 -0.77 -0.84
0.19 0.06 -0.02
-0.01 0.72 0.77
-0.30 0.82 -0.99
0.46 -0.80 0.23
-0.15 -0.03 0.75

Energy relative to the best compared isomer or geometry (same formula, charge and spin) in kcal per mole: 19.4
SMILES: C=N.O.O
Gap between HOMO and LUMO in eV: 11.056
Strongest force on any atom in eV/Å: 1.320
LUMO in eV: 0.45

These are the natural (NBO) partial charges, in e, on atoms 1 to 4: -0.031, -0.595, 0.143, 0.160

***

This record from the Open Molecules 2025 dataset describes a 3-piece molecular cluster, CH7NO3 overall at a distorted geometry. The level of theory is wB97M-V/def2-TZVPD.

CARTESIAN COORDINATES (ANGSTROEM)
N: 0.90116 1.09228 0.32058
C: -0.09598 1.95946 -0.24784
O: -1.15397 1.54799 -0.78110
H: 0.52749 0.07370 0.04988
H: 1.52968 1.40912 1.11954
H: 0.29050 2.98569 -0.26402
O: 1.48147 -2.29075 -0.40846
H: 1.19853 -2.88360 0.25609
H: 0.74483 -1.76741 -0.75733
O: -1.57603 -0.99704 0.21233
H: -1.56369 -0.08440 -0.28335
H: -2.28398 -1.04502 0.78369

Forces on the atoms, in the same order (eV/Å):
-3.23 -0.52 -1.68
0.83 -2.25 0.23
2.74 1.09 1.20
1.85 2.58 2.11
-1.34 -1.05 -1.77
-0.76 0.26 0.04
0.94 1.37 -1.42
-0.98 -0.69 0.92
-0.08 -0.80 0.45
2.91 1.77 -3.23
-0.47 -1.90 1.37
-2.40 0.14 1.78

Energy relative to the best compared isomer or geometry (same formula, charge and spin) in kcal per mole: 21.8
SMILES: NC=O.O.O
Gap between HOMO and LUMO in eV: 11.463
Strongest force on any atom in eV/Å: 4.698
LUMO in eV: 0.74

These are the natural (NBO) partial charges, in e, on atoms 1 to 4: -0.870, 0.542, -0.632, 0.429

***

This record from the Open Molecules 2025 dataset describes a 2-piece molecular cluster, CH7NO4 overall. The level of theory is wB97M-V/def2-TZVPD.

CARTESIAN COORDINATES (ANGSTROEM)
N: -0.41060 -0.01018 1.36504
C: -1.14260 0.00547 0.11408
O: -0.80603 -1.12083 -0.63338
O: -2.49596 -0.01083 0.35654
H: 0.58143 0.12930 1.20967
H: -0.75177 0.72101 1.97635
H: -0.96844 0.93286 -0.47964
H: 0.14069 -1.11169 -0.82635
H: -2.70321 -0.86725 0.75295
O: 1.77199 0.07131 -1.52220
O: 2.31889 0.42346 -0.26205
H: 1.29419 0.86900 -1.79135
H: 3.17138 -0.03161 -0.25966

Forces on the atoms, in the same order (eV/Å):
-0.07 -0.06 0.08
0.45 0.54 -0.02
0.00 -0.25 -0.27
-0.37 -0.02 0.03
-0.02 0.01 0.00
0.01 0.06 -0.05
-0.06 -0.35 0.19
-0.04 0.08 -0.01
0.05 0.00 0.05
-0.13 -0.54 -0.55
-0.01 0.42 0.65
0.23 0.13 0.20
-0.03 -0.01 -0.30

Energy relative to the best compared isomer or geometry (same formula, charge and spin) in kcal per mole: 96.4
SMILES: NC(O)O.OO
Gap between HOMO and LUMO in eV: 10.214
Strongest force on any atom in eV/Å: 0.785
LUMO in eV: 0.56

These are the natural (NBO) partial charges, in e, on atoms 1 to 4: -0.878, 0.513, -0.732, -0.706

***

This record from the Open Molecules 2025 dataset describes a 2-piece molecular cluster, CH7NOS2 overall at a distorted geometry. The level of theory is wB97M-V/def2-TZVPD.

CARTESIAN COORDINATES (ANGSTROEM)
N: -0.29444 -1.93570 -1.12473
C: -0.68017 -0.46973 -1.26156
O: -0.52841 0.37172 -0.09765
H: 0.58761 -1.96852 -0.60599
H: -0.85279 -2.58189 -0.59575
H: -0.13978 -0.03608 -2.12028
H: -1.79404 -0.51318 -1.65521
H: -0.18725 -0.24569 0.56561
S: 1.46267 1.22674 2.77308
S: 1.51937 2.68627 1.19194
H: 0.18392 1.38373 2.73140
H: 0.72331 2.08234 0.19914

Forces on the atoms, in the same order (eV/Å):
1.36 2.22 0.36
-2.45 -1.89 -1.19
-0.04 -1.36 -0.72
0.15 0.01 -0.62
-1.15 0.45 0.09
0.25 -0.26 0.68
1.94 0.35 1.20
-0.07 0.42 0.18
0.99 0.62 -1.47
-0.22 -0.61 -0.34
-1.60 -0.14 0.63
0.84 0.18 1.21

Energy relative to the best compared isomer or geometry (same formula, charge and spin) in kcal per mole: 18.4
SMILES: NCO.SS
Gap between HOMO and LUMO in eV: 9.100
Strongest force on any atom in eV/Å: 3.319
LUMO in eV: 0.07

These are the natural (NBO) partial charges, in e, on atoms 1 to 4: -0.855, 0.082, -0.740, 0.346

***

This record from the Open Molecules 2025 dataset describes a 2-piece molecular cluster, CH7NOSi2 overall at a distorted geometry. The level of theory is wB97M-V/def2-TZVPD.

CARTESIAN COORDINATES (ANGSTROEM)
C: -0.55551 -0.26345 -0.51478
N: -1.06329 0.70896 -0.01785
O: -0.99476 0.94684 1.36846
Si: -0.61688 -0.60002 -2.42875
Si: -0.22966 0.25975 2.68140
H: 0.01527 -1.45476 0.39102
H: 0.35061 -1.67377 -2.89622
H: -1.89866 -0.76319 -3.20167
H: 0.01419 0.73202 -2.69145
H: -0.49974 1.09452 3.87170
H: -0.70207 -1.06750 3.22187
H: 1.27762 0.28613 2.34754

Forces on the atoms, in the same order (eV/Å):
2.05 -7.22 0.21
-0.97 3.12 2.46
-0.77 0.07 -0.57
1.09 0.90 0.01
1.33 -0.54 0.07
-1.32 3.23 -2.13
-0.56 0.40 0.58
0.28 0.03 0.75
-0.25 -0.35 -0.61
-0.06 0.38 -0.43
0.19 0.22 -0.72
-1.01 -0.24 0.38

Energy relative to the best compared isomer or geometry (same formula, charge and spin) in kcal per mole: 99.5
Gap between HOMO and LUMO in eV: 10.259
Strongest force on any atom in eV/Å: 7.504
LUMO in eV: 0.26

These are the natural (NBO) partial charges, in e, on atoms 1 to 4: -0.224, -0.119, -0.736, 0.817

***

This record from the Open Molecules 2025 dataset describes a 4-piece molecular cluster, CH7O5 overall at a distorted geometry. The level of theory is wB97M-V/def2-TZVPD.

CARTESIAN COORDINATES (ANGSTROEM)
O: -1.28745 -1.13787 -1.01631
C: -1.24435 -0.12677 -0.30229
O: -0.33823 0.34641 0.43509
H: -2.13820 0.55027 -0.36361
H: -0.84453 1.53266 1.48055
H: -1.96053 2.03900 2.41119
O: -1.21525 2.37140 1.88119
H: 2.04647 0.60969 -1.66530
H: 1.67031 0.69912 -0.14704
O: 2.11503 1.15936 -0.86335
H: 1.62519 -2.74835 -1.15554
H: 0.41226 -2.35176 -0.34609
O: 1.15928 -2.94317 -0.34850

Forces on the atoms, in the same order (eV/Å):
0.65 -0.39 0.32
-0.50 1.13 -0.27
0.35 -0.95 0.07
-0.14 -0.18 0.09
-0.03 0.47 -0.36
0.43 0.31 -0.28
-0.49 -0.53 0.60
-0.23 0.24 0.89
-0.71 -0.32 -0.06
0.84 0.13 -0.92
0.10 0.17 -0.36
-0.93 0.77 -0.17
0.66 -0.85 0.45

Net charge: -1
Energy relative to the best compared isomer or geometry (same formula, charge and spin) in kcal per mole: 10.0
Gap between HOMO and LUMO in eV: 9.131
Strongest force on any atom in eV/Å: 1.263
LUMO in eV: 3.88

These are the natural (NBO) partial charges, in e, on atoms 1 to 4: -0.767, 0.647, -0.819, 0.013

***

This record from the Open Molecules 2025 dataset describes a 4-piece molecular cluster, CH7O5 overall at a distorted geometry. The level of theory is wB97M-V/def2-TZVPD.

CARTESIAN COORDINATES (ANGSTROEM)
O: -0.77036 1.41490 1.80004
C: 0.26511 1.03395 1.26530
O: 0.53559 0.14722 0.44851
H: 1.16319 1.66122 1.52038
H: 2.92402 -0.01550 -0.70955
H: 3.21502 -1.12756 -1.69695
O: 3.59158 -0.32771 -1.32074
H: -0.34057 -1.70620 -0.15279
H: -1.49883 -1.54674 -1.09593
O: -0.87253 -2.18452 -0.79699
H: -3.05513 0.22381 0.45191
H: -2.26256 1.44301 0.41255
O: -2.89453 0.98412 -0.12576

Forces on the atoms, in the same order (eV/Å):
0.96 0.35 0.25
-2.31 -0.37 -0.20
1.12 0.15 0.00
0.41 -0.02 0.03
-0.20 0.04 0.11
-0.02 -0.06 -0.06
0.17 -0.01 -0.07
0.03 -0.08 -0.05
-0.78 0.77 -0.45
0.70 -0.69 0.45
-0.35 -0.02 -0.34
0.58 0.84 0.31
-0.32 -0.91 0.01

Expectation value of S²: 0.76
Energy relative to the best compared isomer or geometry (same formula, charge and spin) in kcal per mole: 0.0
2S+1: 2
Gap between HOMO and LUMO (alpha / beta) in eV: 11.911 / 6.426
Strongest force on any atom in eV/Å: 2.343
LUMO (alpha / beta) in eV: 0.31 / -5.16

These are the natural (NBO) partial charges, in e, on atoms 1 to 4: -0.478, 0.574, -0.375, 0.270

***

This record from the Open Molecules 2025 dataset describes a 2-piece molecular cluster, CH7OS overall at a distorted geometry. The level of theory is wB97M-V/def2-TZVPD.

CARTESIAN COORDINATES (ANGSTROEM)
O: -0.00798 2.09802 -1.90503
H: 0.83607 0.28270 0.99902
H: -0.96791 2.21637 -1.92274
H: 0.44925 2.94910 -1.85563
C: -0.13068 -1.70039 1.22648
S: 0.18684 -0.41363 0.04253
H: -0.78160 -2.45646 0.80070
H: 0.78768 -2.22901 1.32221
H: -0.43033 -1.33108 2.19097
H: 0.05866 0.58437 -0.89852

Forces on the atoms, in the same order (eV/Å):
-0.09 -1.17 0.46
0.08 0.40 -0.83
0.28 0.54 -0.14
-0.31 -0.09 0.07
-1.81 -2.18 0.09
3.25 0.87 1.12
-0.56 0.21 0.16
1.14 0.07 -0.15
-0.54 0.43 0.00
-1.44 0.93 -0.77

Net charge: +1
Energy relative to the best compared isomer or geometry (same formula, charge and spin) in kcal per mole: 46.9
Gap between HOMO and LUMO in eV: 10.004
Strongest force on any atom in eV/Å: 3.549
LUMO in eV: -5.91

These are the natural (NBO) partial charges, in e, on atoms 1 to 4: -0.940, 0.198, 0.505, 0.521

***

| no. | E_tot (a.u.) |
| --- | --- |
| 1 | -247.4896 |
| 2 | -247.4355 |
| 3 | -247.4884 |
| 4 | -322.7539 |
| 5 | -397.9107 |
| 6 | -968.6194 |
| 7 | -751.1035 |
| 8 | -418.5914 |
| 9 | -418.4060 |
| 10 | -515.3556 |